118
Properties=species:S:1:pos:R:3 method="wB97M-V/def2-TZVPD" e_tot_ha=-3431.20428 gap_ha="0.1866 / 0.2797" s2=0.7583 multiplicity=2
Pb 3.296 9.033 -7.798
N 4.918 10.707 -8.483
S 6.038 10.863 -9.540
O 7.467 10.625 -9.248
O 5.679 11.750 -10.655
F 5.757 9.429 -10.151
S 5.393 12.181 -7.597
O 5.043 13.510 -8.074
O 6.650 12.126 -6.880
F 4.279 12.069 -6.391
O 5.234 7.730 -12.634
H 5.188 8.031 -11.726
H 6.054 8.094 -12.966
O 7.668 7.298 -10.412
H 8.355 6.633 -10.365
H 7.957 7.985 -9.812
C 2.588 14.824 -5.397
C 1.235 15.540 -5.427
C 0.990 16.381 -4.109
O 1.152 15.530 -2.925
C 0.919 16.111 -1.677
N 1.379 16.510 -6.467
H 3.328 15.623 -5.354
H 2.758 14.206 -6.278
H 2.649 14.177 -4.522
H 0.389 14.888 -5.643
H -0.025 16.770 -4.017
H 1.587 17.286 -4.003
H 0.975 15.360 -0.889
H -0.107 16.469 -1.765
H 1.682 16.854 -1.444
H 1.893 16.136 -7.252
H 1.901 17.239 -6.003
C 6.820 15.158 -5.383
C 7.226 14.351 -4.105
C 6.160 14.086 -3.005
O 5.757 15.325 -2.299
C 4.351 15.390 -2.228
N 7.960 13.155 -4.632
H 7.598 15.160 -6.146
H 6.784 16.147 -4.926
H 5.849 14.852 -5.774
H 7.865 14.972 -3.477
H 6.372 13.299 -2.281
H 5.255 13.875 -3.576
H 3.959 16.272 -2.736
H 4.127 15.333 -1.163
H 3.712 14.600 -2.623
H 8.515 13.591 -5.355
H 7.296 12.678 -5.226
C 0.212 10.767 -10.988
C 1.009 10.591 -9.741
C 0.258 10.344 -8.478
O 1.071 10.759 -7.348
C 1.093 12.162 -7.175
N 2.069 9.629 -10.014
H 0.438 9.993 -11.722
H 0.258 11.748 -11.460
H -0.810 10.508 -10.709
H 1.513 11.549 -9.610
H 0.117 9.270 -8.359
H -0.726 10.809 -8.411
H 1.244 12.498 -6.149
H 0.137 12.534 -7.542
H 1.816 12.644 -7.833
H 2.564 10.016 -10.806
H 1.692 8.762 -10.369
C 10.606 9.370 -8.480
C 10.849 10.282 -7.269
C 10.136 11.669 -7.428
O 10.392 12.504 -6.237
C 11.691 13.057 -6.224
N 10.518 9.596 -6.025
H 11.212 8.482 -8.301
H 11.106 9.879 -9.304
H 9.544 9.193 -8.647
H 11.915 10.139 -7.093
H 9.072 11.436 -7.462
H 10.362 12.051 -8.424
H 12.497 12.337 -6.083
H 11.832 13.740 -5.387
H 12.074 13.472 -7.157
H 9.588 9.203 -6.000
H 10.554 10.245 -5.251
C 7.444 10.553 -13.695
C 8.377 9.374 -13.841
C 9.649 9.615 -13.097
O 10.423 10.617 -13.773
C 11.489 11.219 -12.976
N 7.616 8.178 -13.451
H 7.654 11.267 -14.492
H 7.397 11.041 -12.721
H 6.447 10.191 -13.942
H 8.638 9.211 -14.887
H 10.242 8.703 -13.034
H 9.377 9.869 -12.072
H 11.126 11.731 -12.085
H 11.938 11.964 -13.633
H 12.165 10.435 -12.635
H 7.967 7.343 -13.898
H 7.874 8.108 -12.477
C 5.479 4.685 -8.623
C 5.202 6.009 -7.889
C 6.432 6.570 -7.273
O 6.197 7.941 -6.948
C 7.332 8.508 -6.430
N 4.806 6.822 -9.074
H 6.234 4.854 -9.391
H 4.607 4.149 -8.997
H 5.865 3.948 -7.918
H 4.397 5.983 -7.154
H 7.248 6.352 -7.961
H 6.789 6.042 -6.389
H 8.223 8.414 -7.050
H 7.578 7.983 -5.507
H 7.145 9.550 -6.168
H 5.641 6.953 -9.628
H 4.366 6.135 -9.669